No. 1
The following is a DFT calculation (wB97M-V/def2-TZVPD) of C22H37BrFeO4Si as an isolated structure.

Last column: Löwdin charge in e.
CARTESIAN COORDINATES (ANGSTROEM)
C -1.132 -1.071 -4.774  -0.18
C -1.261 -2.125 -3.830  -0.28
C -1.969 -1.605 -2.671  -0.29
H -0.983 -3.162 -3.972  0.06
C -2.180 -0.182 -2.923  -0.20
C -1.730 0.096 -4.239  -0.17
H -1.879 1.050 -4.751  0.08
H -0.726 -1.183 -5.776  0.09
H -2.259 -2.152 -1.782  0.07
H -2.744 0.488 -2.273  0.08
Fe -0.114 -0.939 -2.410  0.32
Br 1.192 -2.772 -1.963  0.16
C 2.175 0.975 -2.622  -0.23
C 1.333 1.726 -3.475  -0.21
C 1.198 0.998 -4.686  -0.25
H 0.846 2.683 -3.219  0.07
C 1.945 -0.200 -4.569  -0.24
C 2.580 -0.201 -3.304  -0.29
H 3.253 -0.968 -2.905  0.04
H 2.445 1.238 -1.593  0.04
H 0.612 1.318 -5.558  0.06
H 1.993 -1.016 -5.305  0.07
C 2.188 3.515 0.891  -0.04
C 2.032 2.132 1.520  -0.63
C 3.209 1.243 1.126  -0.02
C 1.990 2.319 3.034  -0.05
O 0.781 1.605 1.073  -0.08
Si -0.176 0.375 0.585  -0.01
O -0.120 0.226 -1.006  -0.31
O 0.136 -0.990 1.356  -0.07
C 0.655 -1.933 2.310  -0.62
C 1.587 -2.907 1.597  -0.07
C 1.422 -1.234 3.426  -0.04
C -0.521 -2.711 2.895  -0.04
O -1.647 1.008 1.003  -0.09
C -2.954 0.476 1.309  -0.63
C -3.264 -0.815 0.566  -0.03
C -3.083 0.237 2.811  -0.04
C -3.949 1.555 0.887  -0.04
H 3.122 3.992 1.212  0.08
H 1.363 4.167 1.192  0.08
H 2.202 3.461 -0.201  0.09
H 4.116 1.564 1.663  0.08
H 3.010 0.189 1.351  0.07
H 3.409 1.327 0.052  0.07
H 1.143 2.955 3.318  0.09
H 1.901 1.362 3.555  0.05
H 2.917 2.796 3.387  0.08
H 2.434 -2.383 1.122  0.08
H 2.001 -3.615 2.335  0.08
H 1.043 -3.497 0.844  0.04
H 0.780 -0.511 3.956  0.09
H 1.746 -1.982 4.171  0.08
H 2.344 -0.767 3.044  0.07
H -1.115 -2.070 3.563  0.06
H -1.143 -3.147 2.095  0.09
H -0.153 -3.539 3.522  0.08
H -2.511 -1.582 0.767  0.08
H -4.249 -1.199 0.869  0.09
H -3.296 -0.647 -0.513  0.06
H -2.839 1.148 3.367  0.08
H -4.109 -0.074 3.067  0.08
H -2.403 -0.553 3.141  0.05
H -3.740 2.490 1.411  0.08
H -3.874 1.755 -0.185  0.08
H -4.983 1.263 1.111  0.08

Calculated values
- multiplicity = 5
- total charge = -2
- gap between HOMO and LUMO (spin up / spin down) (eV) = 4.2 / 4.2
- ⟨S²⟩ = 6.021
- strongest force on any atom (eV Å⁻¹) = 3.010
- molar mass (g/mol) = 529.37

=====

No. 2
The following is a DFT calculation (wB97M-V/def2-TZVPD) of C22H37BrO3SSiW as an isolated structure.

Last column: Löwdin charge in e.
CARTESIAN COORDINATES (ANGSTROEM)
C -2.365 -0.665 -3.302  -0.21
C -2.070 -1.118 -1.974  -0.22
C -2.240 -0.006 -1.075  -0.26
H -1.937 -2.160 -1.645  0.14
C -2.505 1.162 -1.866  -0.22
C -2.556 0.763 -3.242  -0.21
H -2.815 1.410 -4.073  0.13
H -2.542 -1.299 -4.157  0.12
H -2.332 -0.082 -0.014  0.08
H -2.720 2.152 -1.452  0.13
W -0.519 0.356 -2.446  0.85
Br 0.672 -0.832 -4.138  0.28
C 2.229 0.817 -7.126  -0.21
C 1.128 1.617 -7.579  -0.19
C 0.127 0.732 -8.108  -0.18
H 1.074 2.706 -7.559  0.06
C 0.614 -0.611 -7.985  -0.21
C 1.910 -0.559 -7.372  -0.23
H 2.555 -1.414 -7.165  0.06
H 3.163 1.191 -6.703  0.06
H -0.819 1.031 -8.559  0.06
H 0.106 -1.513 -8.329  0.06
C -1.255 -3.514 1.734  -0.02
C -1.619 -2.109 2.192  -0.62
C -3.107 -1.833 2.028  -0.02
C -1.159 -1.876 3.621  -0.02
O -0.935 -1.180 1.301  -0.18
Si 0.244 -0.066 1.474  -0.07
S 0.535 0.856 -0.429  0.43
O -0.158 0.958 2.667  -0.14
C -0.728 2.237 3.154  -0.60
C -1.179 3.073 1.970  -0.04
C -1.901 1.893 4.061  -0.04
C 0.372 2.931 3.949  -0.03
O 1.632 -0.844 1.864  -0.16
C 3.091 -0.559 1.788  -0.61
C 3.515 -0.372 0.339  -0.07
C 3.431 0.679 2.607  -0.03
C 3.697 -1.821 2.388  -0.04
H -1.811 -4.268 2.307  0.09
H -0.187 -3.692 1.892  0.09
H -1.474 -3.672 0.672  0.08
H -3.710 -2.500 2.655  0.10
H -3.333 -0.802 2.325  0.08
H -3.430 -1.968 0.990  0.08
H -0.078 -2.045 3.706  0.09
H -1.378 -0.848 3.935  0.07
H -1.700 -2.579 4.276  0.10
H -1.929 2.532 1.381  0.08
H -1.624 4.014 2.335  0.10
H -0.327 3.311 1.322  0.08
H -1.587 1.289 4.921  0.09
H -2.356 2.808 4.465  0.09
H -2.687 1.362 3.508  0.08
H 0.709 2.315 4.793  0.09
H 1.236 3.163 3.315  0.09
H 0.013 3.880 4.369  0.09
H 3.113 0.564 -0.068  0.03
H 4.618 -0.326 0.273  0.10
H 3.150 -1.194 -0.289  0.09
H 3.064 0.592 3.638  0.09
H 4.528 0.805 2.636  0.10
H 3.000 1.587 2.163  0.08
H 3.364 -1.951 3.423  0.09
H 3.388 -2.704 1.820  0.09
H 4.798 -1.803 2.397  0.09

Calculated values
- multiplicity = 3
- gap between HOMO and LUMO (spin up / spin down) (eV) = 3.0 / 3.1
- ⟨S²⟩ = 2.079
- strongest force on any atom (eV Å⁻¹) = 2.332
- molar mass (g/mol) = 673.43